No. 1
DFT (ωB97M-V/def2-TZVPD) results for a molecular structure, C24H29BCl2F4N7O10SSr.

```
! RIJCOSX wB97M-V def2-TZVPD def2/J DEFGRID3
* xyz -1 1
Sr -0.2249 0.1708 -0.0015
O 1.1767 3.5316 0.0012
Cl 0.2791 2.8286 0.8842
O -0.1216 3.6544 1.9856
O 0.9518 1.5979 1.3900
O -0.9229 2.3688 0.1344
O 1.7235 -1.5458 -3.0395
Cl 0.4677 -1.8862 -2.4097
O 0.1249 -3.2656 -2.7115
O -0.6028 -0.9846 -2.8246
O 0.5990 -1.7508 -0.9226
N -2.1118 -4.9282 -1.5057
C -3.3520 -4.4008 -1.4297
O -4.3799 -5.0648 -1.4236
C -3.4010 -2.9031 -1.3723
C -4.3969 -2.2295 -2.0609
C -4.4236 -0.8464 -2.0291
C -3.4440 -0.1850 -1.3100
N -2.4845 -0.8191 -0.6350
C -2.4831 -2.1572 -0.6540
H -2.0304 -5.9280 -1.5497
H -1.2970 -4.3547 -1.6716
H -5.1393 -2.7979 -2.6105
H -5.1830 -0.2859 -2.5591
H -3.4261 0.8999 -1.2616
H -1.7149 -2.6555 -0.0640
C 3.4733 -3.2156 1.0195
N 4.2886 -2.1150 1.5166
C 5.3643 -2.4231 2.4394
C 6.4811 -1.4196 2.2546
C 5.9282 -0.0370 2.5195
N 4.6924 0.1773 1.7842
C 4.2185 1.5527 1.7209
C 3.8862 -0.8296 1.2984
O 2.8549 -0.5700 0.6747
H 4.0841 -3.8792 0.4011
H 2.6599 -2.8187 0.4233
H 3.0409 -3.7901 1.8401
H 5.7030 -3.4377 2.2329
H 5.0083 -2.4004 3.4772
H 6.8372 -1.4805 1.2228
H 7.3164 -1.6284 2.9238
H 6.6439 0.7291 2.2121
H 5.7542 0.0997 3.5934
H 4.8234 2.1439 1.0275
H 4.2882 2.0111 2.7109
H 3.1864 1.5781 1.3982
F -3.2005 -1.3683 2.2382
B -2.6002 -0.1213 2.5361
F -1.2137 -0.1914 2.0419
F -3.2500 0.9270 1.9070
F -2.5155 0.0286 3.9350
N 2.9299 1.7801 -2.7517
C 2.2589 1.0126 -1.8500
N 0.9737 1.2430 -1.8450
C 0.7773 2.2233 -2.8281
C -0.3959 2.8456 -3.2428
C -0.3086 3.7962 -4.2427
C 0.9251 4.1329 -4.8238
C 2.1005 3.5237 -4.4159
C 1.9904 2.5649 -3.4129
H 3.9113 1.7208 -2.9477
H 2.7587 0.3061 -1.1956
H -1.3432 2.5908 -2.7846
H -1.2068 4.2975 -4.5841
H 0.9579 4.8857 -5.6024
H 3.0557 3.7864 -4.8568
S 0.0936 -4.0427 1.6330
C -0.7233 -4.2425 3.0928
N -1.4722 -3.2265 3.5830
C -2.2156 -3.2540 4.7146
C -2.2285 -4.3630 5.4917
C -1.4545 -5.4682 5.0631
C -0.7270 -5.4177 3.9108
H -1.5270 -2.4020 2.9946
H -2.7687 -2.3491 4.9205
H -2.8221 -4.3916 6.3944
H -1.4451 -6.3729 5.6600
H -0.1382 -6.2561 3.5650
*
```

## Properties
E in eV: -104527.739
LUMO in hartree: 0.0828
ΔE to the lowest compared entry with this formula, charge and spin in kcal/mol: 46.6

Mulliken population analysis, charges in e, atoms 1 to 4:
1 Sr 2.199
2 O -0.677
3 Cl 1.845
4 O -0.732

No. 2
DFT (ωB97M-V/def2-TZVPD) results for a molecular structure, C2H6N2S.

```
! RIJCOSX wB97M-V def2-TZVPD def2/J DEFGRID3
* xyz 0 1
C 1.6503 0.5296 0.0542
C -1.4676 -0.4838 -0.0455
H 1.9382 0.1762 1.1145
H 0.8140 1.4350 0.4124
H 2.4788 1.0159 -0.5093
H 0.0083 -1.3681 1.1324
H -2.2966 -0.7044 0.8108
H -2.3482 1.0737 -1.0866
N -0.3730 -1.3202 -0.1135
N -1.4299 0.4625 -0.8966
S 1.0257 -0.8162 -0.8727
*
```

## Properties
E in eV: -15983.478
LUMO in hartree: 0.0215
ΔE to the lowest compared entry with this formula, charge and spin in kcal/mol: 76.6

natural (NBO) population analysis, charges in e, atoms 1 to 4:
1 C -0.835
2 C 0.248
3 H 0.207
4 H 0.229

No. 3
DFT (ωB97M-V/def2-TZVPD) results for 5 unconnected molecules or ions with the total composition C49H67BrCl3FIN5O4.

```
! RIJCOSX wB97M-V def2-TZVPD def2/J DEFGRID3
* xyz 0 1
C -2.3289 3.9696 -3.6810
C -2.3404 2.5508 -4.2333
C -1.2198 1.7163 -3.6538
I -0.8992 -0.0434 -4.8481
C -1.3479 1.3325 -2.1702
C -2.7648 1.1217 -1.6987
C -3.3667 -0.1578 -2.2148
F -2.5444 -1.2129 -1.8300
O -0.7408 2.3996 -1.4302
C 0.5216 2.1689 -0.9047
Br 1.6939 1.3186 -2.2516
C 1.0165 3.5649 -0.5603
O 2.4041 3.7185 -0.7478
O 2.7077 5.0212 -0.2438
C 0.5216 1.1717 0.2465
O 0.0828 1.8171 1.4471
C 0.3661 1.1104 2.6274
Cl -0.2505 2.2242 3.9329
C -0.3841 -0.2364 2.6565
C -1.4730 -0.4673 3.6972
C -2.1100 -1.8561 3.4857
C -3.5230 -1.8351 2.9324
C -4.2300 -3.1748 3.1531
C -3.4153 -4.3807 2.7027
C -2.9118 -4.2563 1.2769
C -1.9297 -5.3236 0.8413
C -1.4087 -5.0514 -0.5751
C 0.0799 -5.3626 -0.7804
C 0.8790 -4.2096 -1.3990
C 1.0871 -4.3507 -2.8921
N 2.1523 -3.4989 -3.3943
C 3.0065 -3.8319 -4.4150
C 3.9105 -2.7605 -4.6211
C 3.5654 -1.7664 -3.6874
C 2.4734 -2.2414 -2.9350
C 1.8563 0.9661 2.9480
Cl 2.9637 1.6900 1.8681
C 2.3214 0.3531 4.0309
C 1.5278 -0.3005 5.1119
Cl 4.0070 0.2707 4.3276
H -3.0098 4.5863 -4.2541
H -1.3427 4.3964 -3.8235
H -2.5825 4.0176 -2.6310
H -3.3088 2.0814 -4.1090
H -2.1745 2.6217 -5.3018
H -0.3005 2.2695 -3.7632
H -0.8253 0.3972 -2.0173
H -2.7241 1.0583 -0.6132
H -3.3955 1.9709 -1.9315
H -3.4839 -0.1728 -3.2918
H -4.3382 -0.3261 -1.7816
H 0.4886 4.2315 -1.2397
H 0.7382 3.8189 0.4546
H 2.3783 5.6044 -0.9412
H 1.5114 0.7617 0.3727
H -0.1337 0.3542 -0.0408
H 0.3595 -1.0113 2.7996
H -0.8244 -0.4154 1.6844
H -2.2585 0.2713 3.6056
H -1.0385 -0.4496 4.6845
H -1.4384 -2.4412 2.8677
H -2.1606 -2.3568 4.4489
H -4.1092 -1.0674 3.4225
H -3.5123 -1.6760 1.8582
H -4.4021 -3.2621 4.2230
H -5.1885 -3.1938 2.6474
H -4.0542 -5.2599 2.7339
H -2.6105 -4.5876 3.4005
H -2.4359 -3.2946 1.1104
H -3.7729 -4.2774 0.6127
H -2.4403 -6.2820 0.8395
H -1.1066 -5.3862 1.5463
H -1.9885 -5.6446 -1.2711
H -1.5624 -4.0032 -0.8018
H 0.2021 -6.2341 -1.4153
H 0.5525 -5.6234 0.1591
H 0.3397 -3.2831 -1.2280
H 1.8485 -4.1035 -0.9261
H 1.3680 -5.3672 -3.1369
H 0.1733 -4.0987 -3.4230
H 2.9539 -4.7633 -4.9413
H 4.6903 -2.7098 -5.3573
H 4.0415 -0.8163 -3.5521
H 1.9445 -1.7493 -2.1465
H 2.1951 -0.7502 5.8292
H 0.8816 -1.0840 4.7397
H 0.9219 0.4242 5.6427
C 7.9744 2.2529 2.6971
C 6.6518 2.2179 2.2872
C 6.2830 2.9565 1.1718
N 7.1360 3.7025 0.4729
C 8.4022 3.7273 0.8782
C 8.8725 3.0239 1.9773
H 8.3001 1.6891 3.5619
H 5.9136 1.6320 2.8165
H 5.2651 2.9578 0.8137
H 9.0750 4.3433 0.2911
H 9.9152 3.0814 2.2581
C -6.5645 2.7834 3.0878
C -7.7770 2.4797 2.4921
C -7.8074 1.4719 1.5391
N -6.7342 0.7841 1.1617
C -5.5760 1.0717 1.7517
C -5.4427 2.0591 2.7148
H -6.4941 3.5683 3.8311
H -8.6794 3.0149 2.7524
H -8.7359 1.2069 1.0456
H -4.7296 0.4831 1.4178
H -4.4767 2.2573 3.1598
C 7.3954 -3.7384 -9.5448
C 7.0021 -4.5726 -8.5111
C 6.1780 -4.0541 -7.5234
N 5.7445 -2.7977 -7.5119
C 6.1299 -2.0069 -8.5089
C 6.9500 -2.4264 -9.5458
H 8.0378 -4.1040 -10.3352
H 7.3257 -5.6033 -8.4674
H 5.8473 -4.6752 -6.6968
H 5.7623 -0.9874 -8.4734
H 7.2305 -1.7395 -10.3321
C -2.6145 5.0538 6.3998
C -2.8217 4.4944 5.1494
C -3.9600 4.8518 4.4501
N -4.8813 5.6944 4.9113
C -4.6701 6.2256 6.1121
C -3.5567 5.9429 6.8912
H -1.7371 4.8002 6.9803
H -2.1333 3.7808 4.7188
H -4.1521 4.4383 3.4670
H -5.4315 6.9107 6.4678
H -3.4382 6.4062 7.8608
*
```

## Properties
E in eV: -185963.430
SMILES string: CC[C@H](I)[C@H](CCF)O[C@@](Br)(COO)CO[C@@](Cl)(CCCCCCCCCCCCn1cccc1)/C(Cl)=C(\C)Cl.c1ccncc1.c1ccncc1.c1ccncc1.c1ccncc1
LUMO in hartree: 0.0145
ΔE to the lowest compared entry with this formula, charge and spin in kcal/mol: 0.0

Mulliken population analysis, charges in e, atoms 1 to 4:
1 C -1.234
2 C -0.584
3 C -1.012
4 I 0.087

No. 4
DFT (ωB97M-V/def2-TZVPD) results for 6 unconnected molecules or ions with the total composition C23H60N4O6.

```
! RIJCOSX wB97M-V def2-TZVPD def2/J DEFGRID3
* xyz 0 1
C 6.6666 13.6952 9.9582
C 7.8532 14.6397 10.0183
C 7.7239 15.4101 11.3296
C 9.1985 13.9111 9.9043
C 10.3377 14.9025 9.7025
C 10.1585 15.7118 8.4562
C 8.8137 16.4982 8.4564
C 8.9444 17.6657 9.4407
C 8.3387 17.0671 7.0894
N 7.7143 15.5710 8.8538
O 6.4835 16.2833 8.9728
H 6.6259 13.1901 8.9910
H 6.7851 12.9015 10.7016
H 5.7130 14.2095 10.1771
H 8.6391 15.9510 11.5718
H 6.8731 16.0947 11.2530
H 7.5220 14.7208 12.1418
H 9.2289 13.3095 10.8177
H 9.1968 13.1898 9.0744
H 10.4693 15.5982 10.5391
H 11.2905 14.3954 9.5600
H 10.1709 15.0757 7.5702
H 10.9224 16.4832 8.2761
H 8.0448 18.1877 9.7818
H 9.5313 18.4659 8.9985
H 9.5284 17.3623 10.3067
H 7.5040 17.7614 7.2512
H 7.9742 16.2257 6.4975
H 9.1382 17.6260 6.5952
H 6.5452 16.8886 9.7277
C 10.0731 9.3792 8.9766
O 11.4037 9.6339 9.4143
C 11.6090 9.3465 10.7595
C 13.0862 9.5447 11.1470
C 13.3941 8.9637 12.5261
N 13.3365 10.9483 10.8924
H 9.8165 8.3078 8.9617
H 9.9593 9.8112 7.9598
H 9.3304 9.8317 9.6635
H 10.9592 10.0307 11.3581
H 11.2306 8.3387 10.9653
H 13.6303 8.9294 10.4175
H 13.0849 7.9269 12.4825
H 12.8677 9.4785 13.3520
H 14.4700 8.9841 12.7247
H 12.8579 11.2445 10.0399
H 14.3310 11.0796 10.7178
C 5.7043 10.3501 13.8182
O 6.1413 9.2269 13.0889
C 6.1080 8.0156 13.7249
C 6.8352 6.9701 12.8774
C 8.2431 7.4630 12.6263
N 6.2162 6.5694 11.6474
H 5.7956 11.1950 13.1460
H 6.3433 10.5318 14.6960
H 4.6527 10.2370 14.1185
H 6.6381 8.0863 14.6834
H 5.0792 7.6754 13.9551
H 6.9275 6.0852 13.5047
H 8.7884 6.7294 12.0369
H 8.8190 7.6185 13.5465
H 8.2450 8.3898 12.0317
H 6.0328 7.3622 11.0280
H 5.2873 6.1679 11.7679
C 9.6190 12.7255 17.9955
O 8.5067 13.3556 17.4081
C 8.9246 14.5237 16.7515
C 7.6620 15.1697 16.2568
C 8.0093 16.3965 15.4430
N 6.7691 15.4787 17.3757
H 10.3180 12.3962 17.2038
H 9.2775 11.8712 18.5530
H 10.1467 13.4107 18.6755
H 9.4768 15.1906 17.4553
H 9.6076 14.3641 15.8788
H 7.2295 14.4475 15.5582
H 8.6628 16.0890 14.6388
H 8.5339 17.1584 16.0445
H 7.1358 16.8408 14.9627
H 5.8844 15.8810 17.0614
H 6.6808 14.6588 17.9371
C 12.9987 13.4868 13.5255
O 12.3449 12.2917 13.3873
H 13.2131 13.6509 14.5791
H 13.9328 13.4149 12.9751
H 12.3902 14.3351 13.2004
H 12.4300 11.9502 12.4494
C 8.8734 11.9880 13.5204
O 9.7546 13.0041 13.2869
H 8.9140 11.6623 14.5815
H 7.8062 12.2446 13.3544
H 9.1334 11.1181 12.8867
H 10.6603 12.6800 13.4810
*
```

## Properties
E in eV: -43066.091
SMILES string: CC1(C)CCCC(C)(C)N1O.COC[C@H](C)N.COC[C@H](C)N.COC[C@H](C)N.CO.CO
LUMO in hartree: 0.0240

Mulliken population analysis, charges in e, atoms 1 to 4:
1 C -1.906
2 C 1.905
3 C -1.528
4 C -0.506

No. 5
DFT (ωB97M-V/def2-TZVPD) results for C4H6FNS in the gas phase.

```
! RIJCOSX wB97M-V def2-TZVPD def2/J DEFGRID3
* xyz 0 1
C 2.5145 -0.3768 0.0584
C 1.4993 0.4010 -0.0800
N 0.1784 -0.1164 -0.0717
C -0.9553 0.6998 -0.2293
S -0.8567 2.2392 0.0852
C -2.2616 -0.1946 -0.0227
F -1.9096 -1.5465 0.1066
H 2.4205 -1.5316 0.4665
H 3.4309 0.2207 0.1366
H 1.5668 1.3592 -0.1434
H 0.0577 -1.1669 -0.4692
H -2.6887 0.0510 1.0556
H -2.9963 -0.0379 -0.8926
*
```

## Properties
E in eV: -19285.497
SMILES string: C=CNC(=S)CF
LUMO in hartree: 0.0028
ΔE to the lowest compared entry with this formula, charge and spin in kcal/mol: 58.4

natural (NBO) population analysis, charges in e, atoms 1 to 4:
1 C -0.432
2 C -0.016
3 N -0.599
4 C 0.006

No. 6
DFT (ωB97M-V/def2-TZVPD) results for C28H29N3O2S in the gas phase.

```
! RIJCOSX wB97M-V def2-TZVPD def2/J DEFGRID3
* xyz 0 1
C -0.5084 2.8221 -0.0191
C -0.8979 1.5738 0.7112
C -1.1722 1.5908 2.0731
C -1.4909 0.4241 2.7406
C -1.5464 -0.8031 2.0913
C -1.8475 -2.0507 2.8579
C -1.2901 -0.8187 0.7192
N -1.3544 -2.0134 -0.0409
C -2.5987 -2.7654 -0.0893
C -3.8345 -1.8930 0.1124
O -4.6797 -2.1545 0.9425
N -3.9127 -0.8490 -0.7316
C -4.9799 0.1286 -0.6757
C -5.2321 0.7050 -2.0710
C -4.2851 1.8996 -2.1447
C -4.4253 2.5311 -0.7609
C -4.5983 1.3448 0.1986
C -0.3701 -2.3717 -0.9105
O -0.5460 -3.1945 -1.7932
C 0.9622 -1.7568 -0.7192
C 1.8458 -1.5399 -1.7251
C 3.1034 -1.0539 -1.2726
C 4.2453 -0.7047 -1.9625
C 5.3672 -0.2648 -1.2432
C 6.5755 0.1059 -1.8742
C 7.6385 0.5236 -1.1287
C 7.5478 0.5914 0.2724
C 6.4010 0.2451 0.9363
C 6.2857 0.3060 2.4241
C 5.2798 -0.1934 0.1817
N 4.1617 -0.5321 0.8476
C 3.1425 -0.9380 0.1500
S 1.6264 -1.4120 0.8695
C -0.9793 0.3612 0.0471
H -0.9503 3.6994 0.4477
H -0.8170 2.7801 -1.0614
H 0.5757 2.9391 0.0053
H -1.1301 2.5243 2.6144
H -1.6909 0.4588 3.8014
H -1.6836 -1.8869 3.9199
H -2.8887 -2.3407 2.7163
H -1.2080 -2.8670 2.5279
H -2.6078 -3.5535 0.6696
H -2.6433 -3.2444 -1.0748
H -3.1441 -0.6562 -1.3537
H -5.8461 -0.3995 -0.2705
H -5.0587 -0.0330 -2.8531
H -6.2641 1.0481 -2.1430
H -4.5422 2.5890 -2.9472
H -3.2594 1.5603 -2.3020
H -5.3138 3.1630 -0.7398
H -3.5666 3.1454 -0.4974
H -3.6735 1.1318 0.7336
H -5.3689 1.5439 0.9404
H 1.6088 -1.7205 -2.7586
H 4.2837 -0.7709 -3.0410
H 6.6368 0.0493 -2.9515
H 8.5635 0.8062 -1.6092
H 8.4084 0.9249 0.8346
H 5.4584 0.9543 2.7055
H 6.0638 -0.6839 2.8178
H 7.2046 0.6750 2.8719
H -0.7799 0.3202 -1.0162
*
```

## Properties
E in eV: -48909.509
SMILES string: Cc1ccc(C)c(N(CC(=O)NC2CCCC2)C(=O)c2cc3cc4cccc(C)c4nc3s2)c1
LUMO in hartree: -0.0153
ΔE to the lowest compared entry with this formula, charge and spin in kcal/mol: 5.6

natural (NBO) population analysis, charges in e, atoms 1 to 4:
1 C -0.631
2 C -0.006
3 C -0.213
4 C -0.180